Formula: C3H5N5
Source: the Open Molecules 2025 dataset
Level of theory: ωB97M-V/def2-TZVPD

Positions of all 13 atoms, in Å:
H1 3.606 -0.667 -0.301
N1 2.694 -1.140 -0.344
C1 1.737 -0.287 0.115
N2 1.930 1.143 0.390
N3 0.836 1.773 0.077
N4 -0.311 1.287 -0.311
C2 -0.576 -0.037 -0.027
C3 -1.973 -0.629 0.021
N5 0.466 -0.711 0.466
H2 -1.110 1.722 -0.581
H3 -2.932 -0.279 -0.601
H4 -2.406 -0.459 1.139
H5 -1.964 -1.717 -0.043

Summary:
ΔE to the lowest compared entry with this formula, charge and spin = 96.1 kcal per mole
structure (SMILES) = [H]/N=c1\nn[nH]c(C)n1
gap between HOMO and LUMO = 9.32 eV

Atom charges from the Mulliken analysis, given in e for atoms 1 to 4: H 0.27; N -0.60; C 0.45; N -0.20